Record 1
{
  "formula": "C20H57B2O7",
  "method": "wB97M-V/def2-TZVPD",
  "species": ["B", "B", "O", "C", "C", "H", "H", "H", "H", "H", "H", "H", "H", "H", "C", "C", "C", "O", "H", "H", "H", "H", "H", "H", "H", "H", "C", "C", "C", "O", "H", "H", "H", "H", "H", "H", "H", "H", "C", "C", "C", "O", "H", "H", "H", "H", "H", "H", "H", "H", "C", "C", "C", "O", "H", "H", "H", "H", "H", "H", "H", "H", "C", "C", "C", "O", "H", "H", "H", "H", "H", "H", "H", "H", "C", "C", "C", "O", "H", "H", "H", "H", "H", "H", "H", "H"],
  "positions_angstrom": [[-1.86319, -1.74990, 0.06947], [-2.57989, -2.27680, -1.36633], [-3.95574, -2.22494, -1.65164], [-1.66624, -2.86095, -2.54768], [-1.92435, -2.28018, -3.95999], [-1.04065, -2.60319, 0.42093], [-1.19544, -0.76715, -0.27677], [-2.65386, -1.47712, 0.96928], [-4.07666, -2.11270, -2.60636], [-0.62235, -2.68190, -2.30166], [-1.80501, -3.94615, -2.57332], [-2.96634, -2.01230, -4.13828], [-1.30163, -1.39970, -4.09727], [-1.62068, -3.00826, -4.70138], [3.69196, -1.38113, -1.44149], [2.50386, -0.87720, -0.63502], [2.89446, -0.36550, 0.74560], [1.52537, -1.88981, -0.46927], [4.17616, -2.21341, -0.92150], [3.36211, -1.74418, -2.41559], [4.43387, -0.59374, -1.59363], [2.00486, -0.07723, -1.18630], [3.31770, -1.18066, 1.33946], [1.98067, -0.04123, 1.24292], [3.61690, 0.45495, 0.72683], [1.92011, -2.62515, 0.01228], [-1.64517, 2.11322, -3.89206], [-0.17925, 1.71255, -3.86445], [0.74012, 2.92367, -3.92839], [0.10946, 0.80808, -4.92813], [-1.87725, 2.63775, -4.82515], [-2.27845, 1.22848, -3.83717], [-1.89283, 2.76941, -3.05674], [0.02005, 1.15050, -2.95148], [0.58052, 3.47305, -4.86168], [1.78456, 2.61174, -3.90068], [0.55702, 3.60350, -3.09491], [-0.05819, 1.25243, -5.76665], [-0.70155, -2.98541, 4.13247], [-0.74650, -1.46678, 4.21616], [-2.18043, -0.95494, 4.23116], [-0.02015, -0.89218, 3.13153], [-1.16963, -3.31825, 3.20359], [0.33234, -3.33456, 4.12873], [-1.22435, -3.44570, 4.97495], [-0.23558, -1.13410, 5.12552], [-2.68707, -1.23811, 3.31008], [-2.19450, 0.13492, 4.29485], [-2.73719, -1.36239, 5.08012], [-0.44883, -1.17124, 2.29653], [-1.53947, -7.26127, -5.94493], [-2.12898, -6.12887, -5.11591], [-3.40111, -6.55573, -4.40134], [-2.37667, -4.98728, -5.93128], [-2.24792, -7.57394, -6.71830], [-0.62659, -6.93412, -6.44322], [-1.30668, -8.12755, -5.32367], [-1.39732, -5.79662, -4.37866], [-4.16515, -6.84679, -5.12955], [-3.79728, -5.72996, -3.81074], [-3.21900, -7.40230, -3.73762], [-3.02738, -5.22755, -6.60062], [0.94443, 2.39389, 6.16780], [2.23200, 2.00487, 5.45347], [2.41575, 2.80455, 4.17279], [2.23915, 0.60970, 5.17737], [0.08306, 2.18362, 5.52840], [0.82578, 1.81527, 7.08485], [0.93464, 3.45652, 6.41998], [3.08190, 2.17796, 6.11770], [1.59401, 2.60058, 3.48080], [3.34160, 2.51475, 3.67476], [2.44378, 3.87625, 4.36462], [1.49136, 0.43181, 4.58868], [0.77734, 7.70997, 3.93763], [2.05441, 7.30378, 3.21687], [2.25510, 8.10365, 1.93812], [2.04818, 5.90703, 2.93903], [-0.09241, 7.51764, 3.30381], [0.65450, 7.13002, 4.85221], [0.78601, 8.77045, 4.19474], [2.90832, 7.45896, 3.87826], [1.42843, 7.92333, 1.24571], [3.17619, 7.80160, 1.43996], [2.30305, 9.17449, 2.14245], [1.30381, 5.72116, 2.35436]],
  "atomic_forces_ev_per_a": [[-0.20, -0.30, 0.14], [0.21, -0.12, 0.33], [0.07, 0.58, -0.28], [-0.20, 0.60, -0.42], [0.53, -0.36, 0.56], [0.01, 0.02, 0.18], [-0.05, 0.11, 0.04], [0.03, 0.10, 0.12], [-0.11, -0.47, 0.17], [0.16, -0.12, 0.13], [-0.10, -0.18, 0.10], [-0.14, 0.00, -0.17], [-0.12, 0.25, -0.09], [-0.13, 0.03, -0.42], [-0.03, -0.01, -0.08], [0.18, -0.18, 0.39], [-0.12, 0.09, -0.02], [0.11, 0.01, -0.47], [0.02, 0.04, 0.05], [-0.02, 0.02, 0.00], [0.01, 0.00, 0.01], [-0.08, -0.05, -0.03], [0.05, 0.00, -0.01], [0.08, 0.06, 0.14], [-0.03, -0.01, -0.09], [-0.06, 0.04, 0.07], [-0.05, -0.09, -0.01], [-0.12, 0.18, -0.09], [0.09, -0.06, -0.01], [0.16, -0.10, -0.02], [0.03, 0.05, 0.01], [0.02, -0.01, 0.05], [0.00, 0.00, 0.01], [0.00, -0.07, -0.01], [-0.05, 0.03, 0.01], [0.00, -0.01, 0.03], [-0.01, 0.00, 0.00], [-0.05, 0.04, 0.07], [0.08, -0.06, 0.01], [-0.20, -0.08, -0.27], [0.00, 0.10, 0.10], [-0.04, 0.01, 0.05], [-0.05, 0.04, -0.01], [0.00, 0.02, 0.03], [0.00, 0.02, -0.01], [0.07, 0.00, -0.03], [-0.01, -0.06, -0.11], [0.02, 0.00, 0.03], [0.04, 0.01, 0.00], [0.08, 0.11, 0.04], [0.09, 0.06, -0.04], [-0.19, -0.16, -0.07], [-0.03, 0.10, 0.06], [0.08, -0.01, -0.12], [-0.04, -0.03, 0.04], [0.01, 0.01, 0.02], [-0.01, 0.00, 0.01], [0.01, 0.08, -0.01], [0.03, -0.05, -0.01], [0.04, 0.00, 0.02], [0.00, -0.01, 0.00], [0.00, -0.03, 0.06], [0.02, -0.02, 0.12], [-0.27, 0.02, -0.22], [0.13, -0.06, 0.02], [-0.03, 0.05, 0.10], [0.01, 0.03, -0.04], [0.02, 0.00, 0.01], [0.00, 0.00, -0.02], [0.03, -0.05, 0.01], [-0.04, 0.01, 0.03], [0.01, 0.00, 0.01], [-0.02, 0.02, -0.02], [0.09, -0.21, -0.16], [0.02, -0.06, 0.09], [-0.25, 0.06, -0.16], [0.10, -0.04, -0.02], [0.08, 0.10, 0.04], [0.01, 0.04, -0.04], [0.02, 0.00, 0.01], [0.00, 0.01, -0.01], [0.03, -0.05, 0.01], [-0.04, 0.03, 0.03], [0.01, 0.00, 0.02], [-0.02, 0.00, 0.00], [0.03, -0.05, 0.03]],
  "e_lumo_ev": 2.2802,
  "orbital_gap_ev": 6.0,
  "charge": -1,
  "energy_ha": -1372.61651
}

Record 2
{
  "formula": "C20H57ClN5O6",
  "method": "wB97M-V/def2-TZVPD",
  "species": ["N", "H", "H", "H", "H", "N", "H", "H", "H", "H", "O", "C", "C", "O", "H", "H", "H", "H", "Cl", "O", "O", "O", "O", "C", "C", "N", "C", "C", "C", "C", "H", "H", "H", "H", "H", "H", "H", "H", "H", "H", "H", "H", "H", "H", "H", "C", "C", "N", "C", "C", "C", "C", "H", "H", "H", "H", "H", "H", "H", "H", "H", "H", "H", "H", "H", "H", "H", "C", "C", "N", "C", "C", "C", "C", "H", "H", "H", "H", "H", "H", "H", "H", "H", "H", "H", "H", "H", "H", "H"],
  "positions_angstrom": [[1.47738, -24.15916, 18.93681], [1.90773, -24.47587, 19.79389], [0.65601, -24.63820, 18.59626], [2.26217, -24.24846, 18.30734], [1.31887, -23.16389, 19.00326], [8.10346, -21.17379, 17.45606], [8.39591, -20.84429, 18.36490], [7.28846, -21.76378, 17.54432], [8.76374, -21.84837, 17.09679], [8.05081, -20.44666, 16.75705], [5.98418, -24.86659, 16.07797], [6.90414, -25.97312, 16.02277], [8.12730, -25.91130, 14.97394], [9.10126, -24.85426, 15.14908], [6.29382, -26.86100, 15.85759], [7.37289, -26.07769, 17.00126], [7.68705, -25.80385, 13.98261], [8.74619, -26.80739, 15.01951], [1.43436, -18.59374, 19.31642], [1.18103, -17.84428, 18.07394], [0.48075, -19.58407, 19.59547], [2.79585, -19.10759, 19.28090], [1.32722, -17.60240, 20.33607], [3.41822, -23.99450, 25.59062], [3.02283, -23.69897, 24.10607], [2.45517, -24.87714, 23.46468], [3.38586, -26.01489, 23.33361], [2.91399, -27.25756, 22.53693], [1.26425, -25.24663, 24.14248], [0.21018, -24.22198, 24.16795], [4.15284, -24.78737, 25.73132], [2.56436, -24.21254, 26.23208], [3.83837, -23.06162, 25.96654], [2.40684, -22.80498, 24.00890], [3.91994, -23.49733, 23.52072], [4.07329, -25.55954, 22.62074], [3.95480, -26.37099, 24.19245], [2.63248, -27.00691, 21.51417], [3.69276, -27.96405, 22.24976], [2.05693, -27.83245, 22.88770], [1.41945, -25.62853, 25.15152], [0.72360, -26.04163, 23.62890], [0.46027, -23.27897, 24.65404], [-0.68647, -24.70672, 24.55416], [-0.08765, -23.77483, 23.21956], [0.45622, -20.69132, 12.32653], [0.87072, -19.58924, 11.33693], [1.85699, -19.94056, 10.28539], [2.24240, -18.66200, 9.59035], [3.13999, -17.78517, 10.44886], [1.20124, -20.77317, 9.17695], [1.41943, -22.25448, 9.54484], [1.27921, -21.17830, 12.84962], [-0.15144, -21.43910, 11.81696], [-0.22471, -20.27870, 13.07096], [0.02551, -19.13106, 10.82332], [1.25031, -18.92838, 12.11621], [2.74028, -18.83844, 8.63689], [1.35056, -18.12816, 9.26210], [2.64115, -17.49461, 11.37344], [3.95742, -18.48344, 10.62870], [3.42165, -16.86340, 9.93985], [1.63424, -20.54689, 8.20257], [0.15246, -20.47654, 9.16376], [1.26514, -23.00425, 8.76887], [0.61184, -22.45169, 10.24982], [2.33941, -22.49081, 10.07954], [-3.84259, -24.37199, 16.99905], [-3.35468, -25.62013, 16.30588], [-2.34186, -26.40963, 16.94574], [-2.69828, -26.95317, 18.27640], [-4.01588, -27.68761, 18.31613], [-1.97741, -27.45596, 16.02490], [-1.00219, -27.08668, 14.88284], [-4.06225, -24.47795, 18.06142], [-4.76544, -23.98110, 16.57051], [-3.14008, -23.55047, 16.85875], [-4.22383, -26.23080, 16.06145], [-3.06476, -25.32626, 15.29707], [-1.79447, -27.45060, 18.62822], [-2.68409, -26.12074, 18.97994], [-4.24760, -28.09907, 19.29854], [-4.79002, -26.98486, 18.00801], [-4.04639, -28.49130, 17.58045], [-2.81221, -28.07208, 15.69083], [-1.42129, -28.16871, 16.63384], [-0.14665, -26.55640, 15.30111], [-1.34696, -26.30750, 14.20306], [-0.56539, -27.93843, 14.36147]],
  "atomic_forces_ev_per_a": [[1.09, 0.68, -0.15], [-0.58, -0.48, 0.95], [-0.29, -0.49, 0.08], [0.44, -0.27, -1.23], [-0.39, 0.75, 0.19], [0.44, -0.66, -0.08], [0.12, 0.28, 0.28], [-1.19, -0.14, -0.24], [0.99, -0.85, -0.38], [-0.56, 0.38, -0.16], [1.09, -0.92, -0.10], [-0.57, 2.17, -0.04], [1.03, 2.73, 0.92], [-1.48, -0.86, 0.27], [0.12, -0.74, -0.44], [0.42, -0.22, 0.47], [-0.36, -0.18, -0.43], [-0.46, -0.95, 0.16], [1.91, 4.38, -1.32], [-0.13, -1.80, 0.21], [-1.42, -2.61, -0.36], [-0.58, -0.72, -0.05], [0.26, 0.46, 1.53], [-0.16, 1.26, -0.36], [1.59, -1.26, 0.50], [-0.71, -0.83, -0.05], [0.58, 0.20, -2.10], [-0.77, 0.22, -0.88], [-1.15, -1.21, -0.40], [-1.23, 1.92, 0.02], [-0.03, 0.07, -0.30], [-0.09, -0.01, -0.16], [0.21, -0.06, 0.25], [-0.24, -0.33, 0.06], [0.27, 0.28, 0.21], [0.89, -0.27, 0.32], [-0.30, 0.37, 0.55], [-0.41, 0.72, -0.09], [0.50, 0.04, 0.96], [0.14, 0.09, 0.57], [0.21, -0.05, 0.35], [0.67, -0.60, -0.29], [-0.09, -0.32, 0.98], [-0.10, 0.49, 0.41], [0.20, -0.71, -0.71], [-1.02, -0.65, -1.03], [0.57, -0.69, 0.85], [-0.12, 0.92, -1.76], [-0.40, 0.11, 0.41], [-0.48, -0.69, -0.13], [1.33, -0.34, 1.68], [-1.41, -0.13, 0.48], [0.13, 0.16, -0.26], [0.13, -0.36, 0.12], [0.16, 0.29, 0.09], [-0.51, 0.14, 0.32], [0.63, 0.91, -0.99], [0.31, -0.59, 0.21], [-0.58, 0.27, 0.18], [0.21, -0.13, 0.07], [0.51, 0.70, 0.47], [0.28, -0.20, -0.11], [0.17, 0.22, 0.21], [-0.31, -0.33, -0.28], [0.12, 0.34, -0.43], [0.16, -0.43, 0.20], [0.14, 0.49, -0.29], [0.08, 0.81, 0.29], [-1.38, 0.48, -0.61], [0.33, 0.36, -0.06], [0.78, 1.17, -0.21], [-0.01, -0.20, -0.18], [1.73, -1.36, 0.08], [0.12, 1.12, 0.64], [0.21, -0.18, 0.07], [-0.11, -0.33, -0.28], [0.25, -0.03, 0.32], [-0.46, -0.45, 0.20], [0.66, 0.02, 0.09], [-0.26, -0.89, -0.21], [-0.57, 0.35, -0.02], [0.00, 0.08, -0.03], [-0.19, -0.07, 0.30], [0.08, -0.17, 0.10], [-0.53, 0.28, -0.47], [0.23, -0.21, 0.03], [0.19, -0.21, 0.48], [-0.55, -0.48, -0.39], [-0.51, -0.06, -0.09]],
  "e_lumo_ev": 0.6291,
  "orbital_gap_ev": 2.3,
  "charge": -1,
  "energy_ha": -1980.95134
}